10
Properties=species:S:1:pos:R:3:forces:R:3:mulliken_charge:R:1 method="wB97M-V/def2-TZVPD" multiplicity=1 homo_lumo_gap_ev=7.062 e_above_lowest_kcal_mol=20.38 total_charge=-1
O -0.279020 -1.883406 1.836192 -0.4 0.4 -0.1 -0.82
H -1.077971 -2.146584 1.358675 0.2 -0.3 0.1 0.29
N -0.675653 0.131679 0.021315 0.6 0.0 -0.3 -0.72
C 0.381740 1.025295 -0.275594 -0.1 -0.6 1.3 -0.29
O 0.713944 1.064472 -1.680787 -0.1 0.3 -0.5 -0.69
H -0.252516 -0.975748 1.402611 0.0 -0.2 -0.2 0.45
H -1.464433 0.470931 -0.520773 -0.5 0.1 0.3 0.04
H 1.293665 0.703761 0.249732 0.0 -0.2 0.1 0.22
H 0.208575 2.045721 0.109229 0.0 0.5 -0.7 0.16
H 0.249637 0.259720 -1.958853 0.1 0.0 0.0 0.37